(1)
DFT (ωB97M-V/def2-TZVPD) results for a molecular structure, C20H53BrFN7O4P2S at a distorted geometry.

CARTESIAN COORDINATES (ANGSTROEM)
C 1.711 -1.604 0.567
H 1.791 0.324 -0.406
H 3.543 -2.511 2.433
C -0.087 -0.610 -0.978
N -0.859 -3.553 -3.958
C -2.156 3.934 3.563
C -3.876 5.515 1.336
H 1.325 -5.963 -6.541
H 1.609 -6.499 -2.089
H -1.029 -6.100 -1.863
H -0.021 7.203 -0.145
H -0.307 1.383 -0.113
C 1.376 -6.867 -3.096
C -2.874 5.176 -0.793
N -1.046 4.454 2.795
O -0.799 3.966 0.335
H -2.525 -5.448 -5.276
H -1.365 8.197 0.432
H 0.274 8.407 1.091
C 2.408 -0.832 1.679
C 3.543 -0.994 5.222
H -2.165 -3.982 -6.199
H -3.222 4.138 -0.872
H 4.421 -1.094 5.860
H -0.870 -7.738 -2.504
H -1.931 -6.628 -3.313
H 2.219 -6.650 -3.746
N -0.474 -5.182 -5.770
H 2.107 -2.075 3.422
H -3.072 4.488 3.385
H -2.019 7.057 3.416
P -1.082 5.126 1.228
H -4.139 4.487 1.617
C -0.984 7.198 3.094
H 0.759 3.427 2.363
N -0.731 6.675 1.768
H 2.305 -2.448 0.219
C -0.453 7.674 0.740
H -0.871 -2.111 -5.501
H -2.121 -5.546 -6.984
H -1.106 0.132 0.815
H 1.935 -1.080 -1.499
H 4.917 -1.099 3.564
H 0.909 4.740 3.542
H -1.948 4.064 4.630
H -1.789 0.681 -0.737
C -1.812 -3.575 -2.872
H 0.167 3.209 4.002
H -1.977 5.285 -1.395
H 2.980 -1.916 5.348
H -1.413 -3.142 -1.949
C 0.248 -6.100 -6.647
H -2.191 -4.568 -2.649
C -0.576 -2.210 -4.447
H -0.168 -0.361 -2.039
H -0.786 8.270 3.099
C -0.975 -6.689 -2.788
H 0.487 -1.966 -4.370
H -1.118 -1.455 -3.883
H 0.017 -7.145 -6.412
P 0.311 -4.730 -4.358
C 2.937 -1.695 2.826
H 1.757 -0.060 2.097
C 1.403 -0.667 -0.642
H -0.555 -1.588 -0.861
N 2.615 0.088 5.633
C -1.885 -5.027 -6.055
H -3.632 5.831 -1.232
O 2.525 2.537 5.211
C -0.868 0.453 -0.201
N -2.635 5.591 0.589
H -2.702 -3.006 -3.165
H 3.736 0.203 3.474
H 0.747 -1.963 0.938
H -2.350 2.869 3.376
F 3.363 1.876 7.355
H -3.856 6.142 2.230
H 1.279 -7.955 -3.055
H 3.262 -0.314 1.231
S 3.359 1.575 5.830
H -0.329 6.754 3.845
H -4.692 5.908 0.727
O 1.533 -4.271 -3.640
H 0.009 -5.911 -7.694
O 4.706 1.508 5.394
C 0.255 3.931 3.193
C 3.871 -0.847 3.726
Br 1.585 -0.393 7.134
N 0.138 -6.304 -3.634

The molar mass is 648.61 g/mol. The frontier orbital gap is 7.7 eV. Its multiplicity is 1.

Löwdin population analysis, charges in e, atoms 1 to 6: atom 1 (C): -0.197, atom 2 (H): 0.102, atom 3 (H): 0.112, atom 4 (C): -0.270, atom 5 (N): -0.323, atom 6 (C): -0.121


(2)
DFT (ωB97M-V/def2-TZVPD) results for 5 unconnected molecules or ions with the total composition C20H53N7O8 at a distorted geometry.

CARTESIAN COORDINATES (ANGSTROEM)
H 5.698 -0.770 -0.407
O -0.010 -1.807 -4.613
C -0.367 -2.780 -5.517
H -0.128 -2.473 -6.536
H 0.373 1.395 -5.219
H -3.803 0.759 4.144
H -3.068 4.593 2.431
C 0.316 -1.025 4.156
H -0.223 -1.503 4.975
C -1.959 -3.492 -0.728
O 2.350 -0.418 -0.234
H 0.268 -3.622 -2.939
H -2.353 4.142 1.080
H -2.860 0.401 -1.064
H -3.318 2.058 0.893
H -0.673 -5.082 -2.418
H 0.734 -4.343 -1.449
N -2.681 -1.297 0.336
H 2.564 2.109 0.942
H -1.867 1.111 1.124
C -3.210 0.038 -0.098
H -1.353 -3.610 0.170
H 1.140 2.890 3.789
H 0.778 -3.029 2.402
C 0.837 2.452 -2.761
C 0.216 2.820 4.363
H -0.139 2.881 -2.532
C 1.293 -0.947 -0.336
N 3.746 -1.217 -2.748
H -2.427 -4.456 -0.926
H -3.971 -2.868 -0.293
H 3.967 -0.565 -0.518
H -1.652 5.554 1.903
C 1.720 2.761 -1.450
O -1.196 3.607 2.447
H 1.275 3.133 -3.491
C 0.207 0.684 -4.410
H 1.908 3.832 -1.523
C 1.073 -3.177 3.441
O 5.975 -1.347 -2.859
H 0.996 2.441 1.655
H 0.322 -3.751 3.984
C -3.561 1.310 3.235
H 0.156 -3.724 -5.368
C -2.938 1.037 0.934
H 0.607 3.043 5.355
H -3.118 -2.004 -1.644
H 2.033 -3.691 3.393
H -3.000 -1.573 1.254
N 0.855 -1.381 -1.518
C 0.822 0.413 4.427
H 1.768 -0.802 -4.854
H -0.641 1.290 3.410
H -0.874 0.632 -4.282
C -0.717 3.948 3.851
H 1.322 -1.548 -2.398
H 1.179 0.353 5.455
H -4.147 2.221 3.110
C 1.702 2.775 0.895
C -0.128 -4.194 -2.100
O -1.054 -3.234 -1.787
H -4.288 -0.110 -0.169
H -0.564 -0.958 0.309
H 0.747 0.394 -2.401
C 4.906 -1.114 -2.218
H 0.526 -0.569 -6.102
H -1.416 -3.052 -5.396
H -0.161 4.883 3.782
C -2.050 4.550 2.045
N 0.392 -0.936 0.634
H 1.603 0.586 3.687
H -0.010 -1.893 -1.415
H 2.945 -1.115 -2.142
O -3.746 0.572 2.056
H 2.670 2.227 -1.449
H -2.550 1.666 3.434
H 2.123 3.766 1.066
H -1.644 3.991 4.421
C -3.052 -2.384 -0.624
O 0.977 2.551 -0.312
C 0.698 -0.697 -5.034
H -0.289 -1.075 3.250
H 3.803 -1.230 -3.756
N 4.839 -0.867 -0.929
N 0.911 1.020 -3.176
H 0.695 -0.646 1.553
O 1.401 -1.963 4.036
N -0.232 1.449 4.319

The molar mass is 519.68 g/mol. For the energy above the lowest of the compared OMol25 structures with the same formula, charge and spin, the calculation gives 336.1 kJ/mol. The SMILES is COCCNCCOC.COCCNCCOC.COCCNCCOC.NC(N)=O.NC(N)=O. The frontier orbital gap is 9.0 eV. Its multiplicity is 1.

Löwdin population analysis, charges in e, atoms 1 to 6: atom 1 (H): 0.115, atom 2 (O): -0.204, atom 3 (C): -0.121, atom 4 (H): 0.088, atom 5 (H): 0.110, atom 6 (H): 0.095


(3)
DFT (ωB97M-V/def2-TZVPD) results for a molecular structure, C20H54F3NaO10S8 at a distorted geometry.

CARTESIAN COORDINATES (ANGSTROEM)
H -5.515 -2.846 -0.605
H -2.048 2.752 -0.509
C 0.988 -0.059 0.102
O 3.516 -1.403 4.307
S -0.014 4.124 -0.575
H 2.344 -0.359 1.921
H 2.958 -4.721 3.062
H 1.224 -2.015 3.181
H 0.206 -1.363 -1.817
O -3.817 -5.599 0.921
C 2.445 -4.530 4.006
H -4.328 -4.007 -1.105
H -2.009 4.522 2.658
H -1.491 3.120 -2.193
C -1.584 0.968 3.105
S 0.695 -4.301 3.672
H 1.163 0.935 -5.661
H -3.403 -3.293 2.787
O 0.040 2.929 2.291
H -1.557 5.878 -1.253
H 0.146 0.629 0.008
C 3.929 3.683 -1.260
H 2.834 1.708 3.949
H -2.156 -0.362 -6.615
H 5.537 1.159 1.000
H 2.069 -0.463 -3.175
H -0.027 -2.449 2.168
S 1.985 -1.446 -5.448
C -1.195 2.855 -1.177
H 4.188 2.008 5.058
H -2.382 0.852 3.839
C -2.407 3.620 3.120
O 6.171 3.895 0.206
H 3.399 -1.571 -3.504
H 3.975 3.878 -2.328
O -0.254 -3.185 -1.031
S 3.287 -0.254 5.272
S -4.172 -0.587 -5.485
C 0.789 -0.078 -5.743
C 2.791 -0.778 -3.928
C -3.970 -3.116 1.878
H 4.439 1.056 3.604
F -2.696 -1.949 -1.173
H 1.076 -0.970 5.836
O -5.235 0.341 -4.995
H 2.898 -3.650 4.463
H -3.364 -2.780 1.041
C 4.726 1.681 0.498
O 1.259 -2.655 -4.919
S -0.900 2.594 3.421
H -3.607 -0.961 -3.212
S 5.478 2.875 -0.657
H 0.693 0.266 2.120
C -5.217 -3.886 -0.483
C -0.303 -1.860 -0.954
H 3.862 4.624 -0.716
H 1.780 0.197 -0.619
H 1.883 1.324 1.563
H -3.176 3.241 2.445
S -4.871 -4.537 1.162
H -0.102 -0.248 -5.125
H 4.060 1.007 -0.043
H -1.899 0.870 2.068
H -5.968 -4.596 -0.827
Na -0.127 -4.245 -3.570
H 1.157 0.853 5.730
H -2.834 1.315 -6.375
H 3.067 3.064 -1.013
F -1.871 -0.843 0.549
H 1.140 -0.222 4.305
H -2.587 0.245 -4.071
H 2.574 -5.414 4.630
H 4.085 2.134 1.256
O 0.318 -5.432 2.753
C -1.680 -1.188 -0.739
H -3.416 0.375 -7.671
H -2.218 -1.479 -4.367
C 1.496 -0.101 5.332
H 1.444 -3.072 1.660
C -2.990 -0.770 -4.079
C 1.582 0.278 1.476
H -2.148 4.953 0.072
H -0.677 1.902 -1.257
C -1.255 5.458 -0.296
O 0.745 4.633 -1.781
C -3.038 0.279 -6.655
H -4.690 -2.341 2.158
H -2.853 3.823 4.093
C 3.729 1.273 4.399
O 0.629 -1.409 0.052
H 3.365 0.068 -4.308
H -0.730 6.124 0.379
H -0.795 0.241 3.295
C 0.899 -2.865 2.578
H 0.297 -0.334 -6.687
F -1.785 -0.018 -1.448

The molar mass is 791.16 g/mol. For the energy above the lowest of the compared OMol25 structures with the same formula, charge and spin, the calculation gives 255.0 kJ/mol. The frontier orbital gap is 6.9 eV. Its multiplicity is 1.

Löwdin population analysis, charges in e, atoms 1 to 6: atom 1 (H): 0.056, atom 2 (H): 0.049, atom 3 (C): -0.258, atom 4 (O): -0.568, atom 5 (S): 0.831, atom 6 (H): 0.077


(4)
DFT (ωB97M-V/def2-TZVPD) results for 10 unconnected molecules or ions with the total composition C20H54F6NO13S2 at a distorted geometry.

CARTESIAN COORDINATES (ANGSTROEM)
C -3.927 2.942 -4.112
F 1.486 0.363 2.782
H 0.066 -3.903 6.340
H -5.987 3.066 0.656
C -1.475 -1.157 7.076
H 1.775 5.665 -6.719
C 3.372 -1.811 1.206
O -2.137 -5.490 2.353
O 5.332 -0.151 6.147
H -5.182 4.511 0.152
C 4.149 -0.493 5.420
H -0.288 -1.873 -0.573
C 3.335 0.529 -5.007
C 1.022 5.249 -6.049
F 0.858 2.027 -2.799
H -2.475 -1.612 7.079
O -3.592 3.755 -5.232
H -1.282 -3.728 -3.299
C 0.369 -0.338 3.020
H -2.471 -4.082 4.594
C -2.112 -3.529 -2.625
H 0.612 3.969 -7.471
C 3.888 -0.420 0.963
H -1.710 -0.263 6.487
C -3.964 2.688 0.133
H 4.074 -1.875 -6.684
H 2.961 -1.978 2.214
O 0.122 4.449 -6.800
C 4.202 -1.964 5.041
H -1.344 -4.973 2.520
C 1.610 4.407 -4.918
H 4.057 -2.525 5.969
H -3.002 4.445 -4.917
F 1.318 -0.077 -2.439
H 0.385 6.017 -5.612
C -1.765 -2.381 -1.720
H 3.332 1.617 -4.888
H -2.405 -2.798 3.395
O 4.156 -1.545 -5.788
H 3.089 0.318 0.901
O -1.196 1.225 -1.125
H -5.628 3.282 -1.071
H -2.531 1.259 -4.524
H 1.700 -1.369 0.318
H 3.469 -2.292 4.309
C 4.444 -0.151 -5.787
H -4.148 1.628 -0.069
O -1.511 -1.414 1.436
C -3.002 -3.648 3.735
H -4.856 2.409 -4.325
F 2.502 1.526 -1.502
H -3.431 -4.065 1.690
C -0.514 -2.037 6.314
H 0.784 3.874 -4.446
C -2.807 1.980 -3.760
C -3.246 -4.637 2.606
H -3.150 3.053 -0.500
H -0.825 -2.111 5.269
H -1.660 -1.442 -2.286
O 2.292 -2.144 0.345
O -0.500 -2.638 -1.132
H 3.286 -0.376 6.088
H 4.416 -0.342 0.009
H -2.674 2.491 1.579
O -3.537 2.915 1.483
H -2.536 -4.368 -2.086
H 4.606 -0.171 1.752
F -0.231 0.279 4.041
H -3.051 1.417 -2.848
H 5.228 0.783 6.355
H -2.557 -2.171 -0.991
H 0.472 -1.554 6.341
H -4.156 3.521 -3.207
S -0.744 -0.217 1.526
H 2.200 4.943 -4.178
H 4.157 -2.571 1.147
O -0.540 -3.356 6.848
F 0.676 -1.594 3.300
H 3.999 0.124 4.529
H -3.891 -3.262 4.240
H -1.950 2.531 -3.360
H 5.411 -0.009 -5.298
H 2.400 0.333 -5.540
C -5.250 3.444 -0.058
H 4.523 0.237 -6.806
H -1.211 -0.879 8.092
O 0.438 2.341 0.265
C 1.287 1.132 -1.897
H 3.287 0.139 -3.993
H -2.885 -3.138 -3.306
H -4.144 -5.205 2.850
H 2.184 3.581 -5.354
S 0.082 1.170 -0.484
H 5.178 -2.264 4.652
O -1.489 0.970 1.743
N 0.376 -0.209 0.276

Its net charge is -1. The molar mass is 694.77 g/mol. For the energy above the lowest of the compared OMol25 structures with the same formula, charge and spin, the calculation gives 0.0 kJ/mol. The frontier orbital gap is 9.1 eV. Its multiplicity is 1.

Löwdin population analysis, charges in e, atoms 1 to 6: atom 1 (C): -0.322, atom 2 (F): 0.124, atom 3 (H): 0.080, atom 4 (H): 0.073, atom 5 (C): -0.084, atom 6 (H): 0.105


(5)
DFT (ωB97M-V/def2-TZVPD) results for a molecular structure, C20H55ClN5O5Pd at a distorted geometry.

CARTESIAN COORDINATES (ANGSTROEM)
H -2.701 1.692 -3.444
H 0.278 -5.323 0.088
C -2.434 3.399 -2.322
C -0.750 -0.194 4.275
H -5.864 4.320 -0.586
H 2.666 -0.401 2.714
N 2.132 2.713 1.424
H 1.129 0.280 2.015
H -2.889 5.408 -1.784
O -0.765 -1.368 5.054
H 1.240 2.473 1.003
H -1.006 -2.066 6.933
O -0.032 -5.081 -1.954
H -0.280 -0.446 3.319
H -0.953 3.102 -3.894
H 0.975 0.364 -4.129
H -4.909 5.776 -0.328
H -1.518 1.048 2.115
H -0.195 -3.302 -6.316
C 4.865 1.100 4.495
O 4.866 0.831 3.117
H 5.018 2.166 4.697
C 1.940 -1.401 -4.767
H 2.139 -1.280 -1.940
C 2.218 0.282 1.998
H 2.730 1.305 -2.816
O 0.727 -2.050 -5.052
C -3.008 -0.711 3.379
H -3.173 -1.473 4.141
H 2.409 1.910 3.331
H -0.536 -7.002 -1.380
H 5.668 0.523 4.951
O -3.823 4.010 -0.527
H -0.338 -2.553 1.281
C -1.649 3.861 -3.546
H 1.120 -2.408 -7.030
H 1.683 -3.398 -0.890
H 1.554 -3.749 -5.992
H -0.046 -0.544 6.806
C -3.390 4.432 -1.791
Pd -2.689 0.412 -1.267
H 1.944 3.548 1.963
C 1.674 -0.356 -3.708
H 2.247 -0.892 -5.693
C 4.219 1.789 2.307
H -1.706 3.196 -1.532
H -1.029 -2.443 -1.190
N 1.291 -1.006 -2.437
C -0.085 -4.600 -0.648
H -0.053 0.546 4.702
H -1.891 -5.982 -2.057
H 1.054 -3.666 1.578
H -1.455 2.210 3.173
N -3.116 2.095 -2.605
N -0.035 -2.194 -1.244
Cl -0.454 0.845 -0.324
C -0.833 -6.251 -2.115
C 0.816 -2.956 -6.123
C -0.913 -1.099 6.442
H -5.156 4.437 0.953
C -4.967 4.717 -0.079
H 2.726 -2.112 -4.483
H 0.933 -0.230 -1.865
H -1.102 4.774 -3.305
N -2.037 1.416 2.911
H 1.252 -1.956 1.090
H -2.612 0.789 4.852
C 0.661 -3.292 -0.527
H 3.730 -0.153 -2.934
H -3.946 -0.329 2.989
H -4.063 2.334 -2.897
C 2.964 0.442 -3.439
H -2.362 4.161 -4.322
H -4.260 4.536 -2.464
H 2.458 0.002 0.963
C 0.659 -2.864 0.958
H -1.135 -4.347 -0.401
H -0.614 -6.630 -3.110
C -2.120 0.395 3.961
H 3.402 0.738 -4.392
H -2.438 -1.223 2.594
H -1.855 -0.577 6.635
H 4.553 2.813 2.521
H -0.037 -1.332 -0.692
H 4.637 1.564 1.318
H 3.940 0.797 5.003
C 2.704 1.688 2.290

Its net charge is +1. The molar mass is 587.56 g/mol. For the energy above the lowest of the compared OMol25 structures with the same formula, charge and spin, the calculation gives 266.0 kJ/mol. The frontier orbital gap (alpha / beta) is 7.7 / 6.1 eV. Its multiplicity is 3. Its expectation value of S² is 2.0078.

Löwdin population analysis, charges in e, atoms 1 to 6: atom 1 (H): 0.077, atom 2 (H): 0.139, atom 3 (C): -0.418, atom 4 (C): -0.235, atom 5 (H): 0.090, atom 6 (H): 0.091


Q: What is the multiplicity in the fifth record?
A: 3


Q: Number 1 is which compound?
A: C20H53BrFN7O4P2S


Q: Which value of molar mass does entry 5 give?
A: 587.56 g/mol